1.
Computed, not measured: C6H7NS in the gas phase in a non-equilibrium geometry, with wB97M-V/def2-TZVPD.

The geometry in ORCA input format:
```
! wB97M-V def2-TZVPD RIJCOSX def2/J DEFGRID3
* xyz 0 1
C -1.153 1.687 -0.178
C -0.691 -0.099 -1.697
C -0.917 -1.346 -1.270
C -0.154 0.870 -0.734
C 0.062 -0.360 1.068
C 1.638 -0.188 1.306
N -1.762 2.280 0.604
S -0.423 -1.830 0.311
H -1.205 0.344 -2.538
H -1.282 -2.179 -2.019
H 0.884 1.282 -0.859
H -0.593 -0.177 1.841
H 1.799 0.919 1.358
H 1.977 -0.714 0.476
H 1.819 -0.488 2.330
*
```

Highest occupied orbital energy (eV): -8.6
Gap between HOMO and LUMO (eV): 8.54
ΔE to the lowest compared entry with this formula, charge and spin (kcal/mol): 89.3
LUMO level (eV): -0.0765
Total energy (eV): -18656.878

2.
Computed, not measured: 2 unconnected molecules or ions with the total composition C6H7NS, with wB97M-V/def2-TZVPD.

The geometry in ORCA input format:
```
! wB97M-V def2-TZVPD RIJCOSX def2/J DEFGRID3
* xyz 0 1
C -1.119 1.507 -0.306
C -0.818 0.089 0.040
C 0.039 -0.384 0.984
C 0.108 -1.795 1.020
C -0.697 -2.379 0.100
S -1.556 -1.215 -0.832
H -1.108 2.125 0.591
H -2.095 1.589 -0.780
H -0.375 1.903 -1.000
H 0.595 0.253 1.647
H 0.733 -2.345 1.700
H -0.846 -3.422 -0.091
C 2.927 -0.210 -0.939
N 3.605 -0.856 -0.291
H 2.293 0.385 -1.542
*
```

Highest occupied orbital energy (eV): -8.8
Gap between HOMO and LUMO (eV): 9.50
ΔE to the lowest compared entry with this formula, charge and spin (kcal/mol): 21.3
LUMO level (eV): 0.7050
Total energy (eV): -18659.825
SMILES string: Cc1cccs1.C#N

3.
Computed, not measured: C6H7NSe in the gas phase in a non-equilibrium geometry, with wB97M-V/def2-TZVPD.

The geometry in ORCA input format:
```
! wB97M-V def2-TZVPD RIJCOSX def2/J DEFGRID3
* xyz 0 1
C -1.020 1.095 -0.273
C -0.743 0.335 1.022
C 0.021 0.884 -1.074
C 0.459 -0.454 0.624
C 1.003 -0.058 -0.582
C -1.700 -0.584 1.765
N 2.164 -0.347 -1.178
Se -2.814 -1.525 0.677
H -1.998 1.728 -0.232
H -0.451 1.177 1.643
H 0.305 1.336 -2.002
H 1.080 -1.029 1.393
H 2.668 0.180 -1.938
H 2.876 -0.978 -0.700
H -3.497 -2.237 1.881
*
```

Highest occupied orbital energy (eV): -7.7
Gap between HOMO and LUMO (eV): 7.93
ΔE to the lowest compared entry with this formula, charge and spin (kcal/mol): 54.5
LUMO level (eV): 0.2116
Total energy (eV): -73166.730

4.
Computed, not measured: a molecular structure, C6H7Na2O6 in a non-equilibrium geometry, with wB97M-V/def2-TZVPD.

The geometry in ORCA input format:
```
! wB97M-V def2-TZVPD RIJCOSX def2/J DEFGRID3
* xyz 0 2
Na -1.794 -2.851 -0.097
O -0.827 -1.262 1.489
O 1.430 -1.164 1.463
C 1.427 0.174 1.964
C 1.668 1.175 0.840
O 0.392 -2.912 0.626
C 0.272 -1.804 1.182
H 0.483 0.379 2.484
H 2.252 0.223 2.685
H 2.561 0.897 0.267
H 1.845 2.157 1.303
Na -2.118 0.142 0.730
O -0.638 1.617 0.414
O 0.653 1.070 -1.321
C -1.045 0.829 -2.445
C -1.499 -0.498 -2.130
O -2.143 -0.806 -1.067
C 0.470 1.321 -0.086
H -1.656 1.655 -2.073
H -0.565 0.959 -3.416
H -1.170 -1.300 -2.812
*
```

Highest occupied orbital energy (spin up / spin down) (eV): -7.4 / -9.3
Gap between HOMO and LUMO (spin up / spin down) (eV): 6.85 / 8.74
ΔE to the lowest compared entry with this formula, charge and spin (kcal/mol): 2.2
LUMO level (spin up / spin down) (eV): -0.5926 / -0.6039
<S²>: 0.7567
Total energy (eV): -27455.506

5.
Computed, not measured: a molecular structure, C6H7O7Tl in a non-equilibrium geometry, with wB97M-V/def2-TZVPD.

The geometry in ORCA input format:
```
! wB97M-V def2-TZVPD RIJCOSX def2/J DEFGRID3
* xyz -1 2
C -0.046 -0.754 0.230
C 1.459 -0.904 0.128
O 2.097 0.313 0.507
C 3.442 0.406 0.363
O 4.086 -0.589 -0.047
O 3.932 1.532 0.621
H -0.373 -1.604 -0.471
H 1.739 -1.154 -0.904
H 1.805 -1.720 0.778
C -0.676 0.462 -0.416
C -2.006 0.870 0.127
O -2.937 -0.103 0.261
C -4.309 0.226 0.476
O -4.563 1.409 0.733
O -5.044 -0.769 0.423
H -2.365 1.898 0.073
H -0.044 1.359 -0.350
Tl 5.911 0.676 0.055
H -0.321 -0.869 1.289
O -0.853 0.129 -1.855
H -0.935 -0.814 -2.021
*
```

Highest occupied orbital energy (spin up / spin down) (eV): -3.2 / -4.5
Gap between HOMO and LUMO (spin up / spin down) (eV): 4.66 / 5.95
LUMO level (spin up / spin down) (eV): 1.4694 / 1.4692
<S²>: 0.7534
Total energy (eV): -25362.019

6.
Computed, not measured: C6H8 in the gas phase in a non-equilibrium geometry, with wB97M-V/def2-TZVPD.

The geometry in ORCA input format:
```
! wB97M-V def2-TZVPD RIJCOSX def2/J DEFGRID3
* xyz 0 1
C -0.378 1.279 -0.970
C 0.711 0.630 -1.318
C 0.684 -0.825 -0.869
C 0.537 -0.614 0.674
C -0.760 0.172 1.053
C -1.293 1.213 -0.021
H 1.669 1.122 -1.461
H -0.174 -1.380 -1.262
H 1.596 -1.366 -1.161
H 0.379 -1.509 1.289
H 1.479 -0.156 1.029
H -1.525 -0.629 1.076
H -0.592 0.491 2.096
H -2.334 1.572 -0.155
*
```

Highest occupied orbital energy (eV): -8.6
Gap between HOMO and LUMO (eV): 9.42
ΔE to the lowest compared entry with this formula, charge and spin (kcal/mol): 52.2
LUMO level (eV): 0.8354
Total energy (eV): -6348.519
SMILES string: C1=CCCCC=1

7.
Computed, not measured: C6H8 in the gas phase, with wB97M-V/def2-TZVPD.

The geometry in ORCA input format:
```
! wB97M-V def2-TZVPD RIJCOSX def2/J DEFGRID3
* xyz 0 1
C 0.573 -0.786 0.883
C 0.506 -0.860 -0.614
C -0.592 -1.144 -1.326
C -1.180 1.165 -0.470
C -0.262 1.483 0.600
C 0.537 0.671 1.303
H -0.295 -1.309 1.309
H 1.474 -1.288 1.252
H 1.420 -0.583 -1.142
H -1.523 -1.459 -0.865
H -0.559 -1.138 -2.414
H -0.826 1.619 -1.410
H -0.355 2.541 0.876
H 1.135 1.022 2.138
*
```

Highest occupied orbital energy (eV): -7.7
Gap between HOMO and LUMO (eV): 7.79
ΔE to the lowest compared entry with this formula, charge and spin (kcal/mol): 96.3
LUMO level (eV): 0.0909
Total energy (eV): -6346.609

8.
Computed, not measured: 2 unconnected molecules or ions with the total composition C6H8 in a non-equilibrium geometry, with wB97M-V/def2-TZVPD.

The geometry in ORCA input format:
```
! wB97M-V def2-TZVPD RIJCOSX def2/J DEFGRID3
* xyz 0 1
C -1.707 -0.920 -0.653
C -1.801 0.191 -0.027
C -1.845 1.414 0.359
H -1.012 -0.923 -1.553
H -2.381 -1.757 -0.763
H -2.617 2.016 -0.164
H -1.039 1.855 1.094
C 2.275 -1.780 0.831
C 1.765 -0.815 0.320
C 1.444 0.534 -0.160
H 2.831 -2.374 1.453
H 1.876 0.681 -1.047
H 1.845 1.199 0.568
H 0.366 0.680 -0.259
*
```

Highest occupied orbital energy (eV): -9.6
Gap between HOMO and LUMO (eV): 10.56
ΔE to the lowest compared entry with this formula, charge and spin (kcal/mol): 93.4
LUMO level (eV): 0.9523
Total energy (eV): -6346.733
SMILES string: C=C=C.C#CC

9.
Computed, not measured: C6H8 in the gas phase in a non-equilibrium geometry, with wB97M-V/def2-TZVPD.

The geometry in ORCA input format:
```
! wB97M-V def2-TZVPD RIJCOSX def2/J DEFGRID3
* xyz 0 1
C 0.181 -1.267 0.246
C -1.148 -0.932 -0.074
C 1.364 -0.458 -0.052
C -0.353 1.228 0.429
C -1.420 0.441 -0.270
C 0.995 0.976 -0.286
H 0.348 -2.239 0.731
H -1.973 -1.676 -0.184
H 2.275 -0.636 0.712
H 1.716 -0.766 -1.025
H -0.563 2.239 0.371
H -0.317 0.839 1.424
H -2.212 0.924 -0.729
H 1.107 1.326 -1.293
*
```

Highest occupied orbital energy (spin up / spin down) (eV): -7.4 / -8.0
Gap between HOMO and LUMO (spin up / spin down) (eV): 7.81 / 7.94
ΔE to the lowest compared entry with this formula, charge and spin (kcal/mol): 76.3
LUMO level (spin up / spin down) (eV): 0.3663 / -0.0947
Total energy (eV): -6347.475

10.
Computed, not measured: a molecular structure, C6H8, with wB97M-V/def2-TZVPD.

The geometry in ORCA input format:
```
! wB97M-V def2-TZVPD RIJCOSX def2/J DEFGRID3
* xyz 0 1
C 1.380 0.117 -0.310
C 0.430 -1.033 -0.112
C -0.781 -0.496 0.646
C -0.543 0.969 0.891
C 0.259 1.187 -0.421
C -0.751 -0.485 -0.850
H 1.964 0.035 -1.232
H 2.058 0.336 0.524
H 0.672 -2.094 -0.080
H -1.411 -1.170 1.224
H -1.468 1.555 0.909
H 0.058 1.225 1.773
H -0.496 0.749 -1.319
H -1.412 -0.939 -1.582
*
```

Highest occupied orbital energy (eV): -7.7
Gap between HOMO and LUMO (eV): 8.75
ΔE to the lowest compared entry with this formula, charge and spin (kcal/mol): 109.4
LUMO level (eV): 1.0000
Total energy (eV): -6346.040

11.
Computed, not measured: C6H8 in the gas phase, with wB97M-V/def2-TZVPD.

The geometry in ORCA input format:
```
! wB97M-V def2-TZVPD RIJCOSX def2/J DEFGRID3
* xyz 0 1
C -0.723 1.158 -1.084
C 0.437 0.194 1.295
C -0.974 -0.289 -0.666
C -0.728 -0.610 0.839
C 1.710 -0.259 1.110
C 2.899 -0.544 0.994
H -1.291 1.855 -0.462
H -1.021 1.304 -2.127
H 0.333 1.432 -0.999
H -0.358 -0.960 -1.273
H -2.015 -0.548 -0.882
H -1.622 -0.314 1.398
H -0.600 -1.699 0.936
H 3.951 -0.720 0.919
*
```

Highest occupied orbital energy (spin up / spin down) (eV): -8.1 / -8.1
Gap between HOMO and LUMO (spin up / spin down) (eV): 7.17 / 7.19
ΔE to the lowest compared entry with this formula, charge and spin (kcal/mol): 99.0
LUMO level (spin up / spin down) (eV): -0.8992 / -0.9101
Total energy (eV): -6346.491

12.
Computed, not measured: C6H8 in the gas phase in a non-equilibrium geometry, with wB97M-V/def2-TZVPD.

The geometry in ORCA input format:
```
! wB97M-V def2-TZVPD RIJCOSX def2/J DEFGRID3
* xyz 0 1
C -2.179 -0.586 0.466
C -1.537 0.772 0.476
C -1.750 0.058 -0.828
C -0.402 0.175 -0.251
C 2.027 0.358 0.011
C 0.836 -0.606 -0.028
H -1.720 -1.479 0.882
H -1.777 1.725 0.884
H -2.218 0.273 -1.759
H 2.954 -0.196 0.150
H 1.908 1.061 0.836
H 2.092 0.923 -0.920
H 0.803 -1.151 0.920
H 0.962 -1.329 -0.839
*
```

Highest occupied orbital energy (spin up / spin down) (eV): -7.9 / -7.7
Gap between HOMO and LUMO (spin up / spin down) (eV): 8.29 / 8.00
ΔE to the lowest compared entry with this formula, charge and spin (kcal/mol): 113.4
LUMO level (spin up / spin down) (eV): 0.3442 / 0.3038
Total energy (eV): -6345.865

13.
Computed, not measured: a molecular structure, C6H8BCl2CrF6NO18S2 in a non-equilibrium geometry, with wB97M-V/def2-TZVPD.

The geometry in ORCA input format:
```
! wB97M-V def2-TZVPD RIJCOSX def2/J DEFGRID3
* xyz -2 5
Cr -0.236 1.023 0.514
Cl -3.400 -0.549 -0.415
O -3.478 -1.336 -1.548
O -4.468 0.355 0.039
O -3.110 -1.523 0.604
O -2.112 0.196 -0.520
Cl 3.299 0.883 1.259
O 2.018 1.177 0.699
O 3.366 -0.492 1.144
O 4.264 1.649 0.518
O 3.289 1.263 2.654
N -0.641 -3.070 -1.547
S 0.669 -2.394 -0.667
O 0.430 -1.024 -0.154
O 2.037 -2.799 -0.984
F 0.485 -3.190 0.736
S 0.143 -3.156 -2.853
O 0.973 -4.303 -3.124
O 0.590 -1.855 -3.393
F -1.057 -3.398 -3.826
B -1.104 2.903 1.498
F -1.225 4.170 1.946
F -2.216 2.083 1.629
F -0.784 2.918 0.127
F 0.006 2.364 2.027
C 0.643 1.200 -5.121
C 1.312 2.637 -4.812
O 1.030 2.625 -3.419
C 0.553 1.526 -2.898
O 0.331 1.254 -1.659
O 0.148 0.756 -3.906
H 1.399 0.573 -5.593
H -0.055 1.339 -5.947
H 0.761 3.448 -5.288
H 2.373 2.581 -5.054
C 0.080 -1.217 5.336
C -1.377 -1.082 5.403
O -1.728 -0.724 4.042
C -0.718 -0.571 3.327
O -0.699 -0.266 2.093
O 0.346 -0.707 4.048
H 0.469 -2.215 5.133
H 0.723 -0.645 6.006
H -1.588 -0.357 6.190
H -1.739 -2.047 5.757
*
```

Highest occupied orbital energy (spin up / spin down) (eV): -2.8 / -3.7
Gap between HOMO and LUMO (spin up / spin down) (eV): 6.78 / 7.62
ΔE to the lowest compared entry with this formula, charge and spin (kcal/mol): 0.0
LUMO level (spin up / spin down) (eV): 3.9342 / 3.9332
<S²>: 6.0031
Total energy (eV): -136804.932